Formula: C3H10N2
Source: the OMol25 dataset
Level of theory: ωB97M-V with the def2-TZVPD basis set

Computed properties:
E	-229.4801	Eh
expectation value of S²	0.768
charge	+1
multiplicity	2

XYZ file:
```
15
Properties=species:S:1:pos:R:3:forces:R:3
C 1.9488 -0.3647 -1.1929 1.1 1.4 -0.7
N 0.7951 -1.1339 -0.8053 -1.0 -0.9 -0.4
H 1.9309 0.6915 -0.8460 -0.3 -0.4 0.4
H 2.1311 -0.1855 -2.2611 -0.3 -0.6 -0.1
H 2.8771 -0.7667 -0.7961 -0.1 -0.2 0.2
H 0.0384 -1.0820 -1.4897 0.2 0.5 0.0
H 0.9760 -2.1340 -0.8683 0.4 0.2 0.5
C -2.4475 0.1989 0.7568 -0.8 -0.1 -0.7
C -1.4195 0.6866 1.5176 1.1 1.0 -0.7
N -0.2153 0.8731 1.0009 1.3 0.8 1.0
H -2.3075 -0.0820 -0.2785 0.1 -0.1 0.1
H -3.4471 0.1926 1.1550 -0.1 -0.2 0.1
H -1.6242 1.1167 2.4901 0.4 -0.5 0.3
H 0.5764 1.2276 1.5444 -0.8 0.0 0.6
H 0.1873 0.7618 0.0730 -1.2 -1.0 -0.4
```
Forces are in eV/Å.

=====

Formula: C4H7NO2
Source: the OMol25 dataset
Level of theory: ωB97M-V with the def2-TZVPD basis set

Computed properties:
SMILES	C[C@H](C=O)NC=O
E	-361.8101	Eh
charge	0

XYZ file:
```
14
Properties=species:S:1:pos:R:3:forces:R:3
C 1.6572 1.0355 0.8380 -1.0 1.8 -2.0
N 0.5995 0.1227 0.9579 0.9 0.1 0.1
C -0.8366 0.6106 -1.1129 1.5 0.2 0.4
C -0.0554 -0.4232 -0.1916 -2.7 -1.1 -1.7
C -1.0430 -1.6331 0.2268 2.0 -0.2 4.2
O -0.8919 -2.1654 1.3862 -1.1 2.1 -5.2
O 1.9216 1.7689 -0.1385 -1.0 -2.4 1.1
H 2.1956 1.3536 1.7010 0.2 -0.8 1.5
H 0.5220 -0.5767 1.7101 0.5 0.9 0.0
H -0.7558 0.5266 -2.2171 0.1 -0.8 0.7
H -1.8784 0.7116 -0.8614 -0.3 0.1 0.3
H -0.2649 1.5164 -0.9143 -0.6 0.4 0.0
H 0.6532 -0.9120 -0.8371 0.6 -0.4 -0.4
H -1.8231 -1.9356 -0.5472 0.8 0.1 1.0
```
Forces are in eV/Å.

=====

Formula: C4H7NO3
Source: the OMol25 dataset
Level of theory: ωB97M-V with the def2-TZVPD basis set

Computed properties:
SMILES	O=[N+]([O-])[C@H]1C[C@@H](O)C1
E	-436.9455	Eh
charge	0

XYZ file:
```
15
Properties=species:S:1:pos:R:3:forces:R:3
C 0.4036 -0.5004 1.0242 -2.6 2.2 -1.6
C 0.1152 0.6340 -0.8970 0.1 0.0 -0.1
C -0.8747 0.5562 0.2798 3.7 -1.8 1.8
C 1.2989 0.0636 -0.1009 -0.3 0.3 0.4
N -2.1463 -0.0866 0.0118 -0.3 0.1 0.1
O -3.0762 0.6589 -0.2055 -0.4 0.2 -0.1
O -2.2007 -1.2921 0.0072 -0.1 -0.5 -0.1
O 2.0253 -0.8712 -0.8454 0.2 -0.3 -0.3
H 0.6261 -0.2434 2.0468 0.1 0.0 0.2
H 0.1021 -1.5283 0.8781 0.0 -0.1 0.0
H -0.1514 -0.0635 -1.6900 0.0 -0.1 0.0
H 0.2389 1.6258 -1.3253 0.0 0.0 0.0
H -1.0218 1.4782 0.8316 -0.2 -0.1 -0.1
H 1.9574 0.8550 0.2859 -0.1 -0.1 -0.1
H 2.7035 -1.2861 -0.3014 0.0 0.1 0.0
```
Forces are in eV/Å.

=====

Calculated values (kJ/mol) of energy above the lowest of the compared OMol25 structures with the same formula, charge and spin for the records, taken in order: 34.5 185.8 519.5.